Version i
Below is a molecular structure, C2H7IN3, with properties calculated with wB97M-V/def2-TZVPD.

Last column: natural (NBO) charge in e.
Geometry (Å):
I  1.848  -1.042  1.157  0.33
N  -0.228  -2.750  -0.550  -0.76
N  0.188  -0.502  0.176  -0.69
N  1.248  2.018  0.545  -0.69
C  -0.437  -1.427  -0.401  0.31
C  -0.029  1.732  0.464  0.14
H  1.604  2.402  -0.284  0.43
H  -0.610  1.996  -0.475  0.23
H  1.794  1.501  1.264  0.44
H  -0.711  -3.199  -1.273  0.42
H  -0.729  1.635  1.320  0.24
H  0.540  -3.146  -0.155  0.40
H  -1.438  -1.119  -0.835  0.20

Output
net charge: +1
orbital gap: 9.24 eV
E_HOMO: -0.4905 Eh
multiplicity: 1

Version ii
Below is 2 unconnected molecules or ions with the total composition C2H7IN3, with properties calculated with wB97M-V/def2-TZVPD.

Last column: natural (NBO) charge in e.
Geometry (Å):
I  -3.901  0.604  0.083  -0.09
N  -0.296  -0.793  0.277  -0.21
N  0.304  1.482  -0.138  -0.70
N  -1.474  -0.877  0.731  -0.35
C  1.872  -0.456  -0.397  -0.64
C  0.515  0.155  0.026  0.53
H  -2.211  -1.455  0.338  0.45
H  0.901  1.956  -0.727  0.42
H  2.098  -1.513  -0.134  0.27
H  1.901  -0.244  -1.441  0.25
H  2.612  0.131  -0.037  0.24
H  -0.641  1.654  -0.246  0.41
H  -1.679  -0.643  1.664  0.42

Output
net charge: +1
orbital gap: 5.98 eV
E_HOMO: -0.5033 Eh
multiplicity: 1

Pick version i: it beats the second-best structure by 208.2 kJ/mol.

Version i
Below is a gas-phase ion, C7H12N2P (charge +1), with properties calculated with wB97M-V/def2-TZVPD.

Last column: natural (NBO) charge in e.
Geometry (Å):
P  -0.949  -1.855  -2.239  0.35
N  -0.305  0.161  0.902  -0.30
N  1.350  0.604  -0.359  -0.48
C  1.806  0.735  0.924  0.17
C  0.096  0.221  -0.388  0.44
C  -2.251  -0.288  -0.237  -0.48
C  0.784  0.395  1.728  -0.07
C  -1.352  -0.263  -1.371  -0.40
C  -1.553  -0.462  1.036  -0.21
C  3.296  1.000  1.233  -0.64
H  -0.730  -1.416  -3.522  0.00
H  3.951  0.808  0.468  0.23
H  -2.710  0.711  -0.178  0.24
H  3.230  2.091  1.333  0.24
H  -2.317  -1.983  -2.151  -0.01
H  -1.319  -1.590  1.258  0.21
H  -1.712  0.535  -2.057  0.26
H  -1.961  -0.171  2.003  0.24
H  2.019  0.734  -1.034  0.44
H  -3.000  -1.059  -0.393  0.26
H  3.711  0.562  2.108  0.26
H  0.769  0.525  2.752  0.25

Output
net charge: +1
SMILES: Cc1cn2c([nH+]1)[C@@H](P)CC2
orbital gap: 10.51 eV
E_HOMO: -0.4878 Eh
multiplicity: 1

Version ii
Below is a gas-phase ion, C7H12N2P (charge +1), with properties calculated with wB97M-V/def2-TZVPD.

Last column: natural (NBO) charge in e.
Geometry (Å):
P  -0.574  0.107  1.259  1.19
N  1.726  -1.271  1.755  -0.45
N  0.708  -1.660  -0.126  -0.36
C  -0.087  -0.669  -0.200  -0.04
C  -0.082  0.176  -1.470  -0.29
C  -1.520  0.740  -1.952  -0.61
C  -2.128  -0.180  1.830  -0.76
C  1.445  -2.091  0.755  0.22
C  0.799  1.330  -1.214  -0.63
C  0.968  -0.262  2.142  -0.34
H  -1.439  1.257  -3.007  0.25
H  1.845  0.983  -0.894  0.22
H  -2.859  0.123  1.054  0.26
H  0.426  2.165  -0.431  0.22
H  2.625  -1.356  2.199  0.44
H  -2.128  -0.137  -2.086  0.22
H  1.379  0.595  2.664  0.26
H  -2.293  0.366  2.762  0.25
H  0.154  -0.556  -2.205  0.25
H  -1.911  1.530  -1.161  0.21
H  2.095  -2.976  0.573  0.23
H  0.852  1.785  -2.247  0.25

Output
net charge: +1
SMILES: C=P1=C(C(C)C)N=C[NH+]=C1
orbital gap (spin up / spin down): 6.97 / 6.96 eV
E_HOMO (spin up / spin down): -0.4542 / -0.4543 Eh
multiplicity: 1

Pick version i: it beats the second-best structure by 296.1 kJ/mol.

Version i
Below is a molecular structure, C17H18N5O3S4SbTa, with properties calculated with wB97M-V/def2-TZVPD.

Last column: natural (NBO) charge in e.
Geometry (Å):
Ta  -0.696  -0.686  -0.148  1.64
Sb  -1.114  -4.021  -1.121  1.03
S  -0.967  -2.751  1.038  -0.47
S  -1.886  -1.791  -1.912  -0.42
S  -3.185  -4.990  -0.829  -0.16
S  -0.970  1.615  -1.011  2.36
O  0.076  0.657  -1.457  -0.92
O  -2.058  0.711  -0.573  -0.91
O  -0.446  2.370  0.084  -0.89
N  -0.379  2.060  3.049  -0.47
N  1.289  -0.886  1.877  -0.57
N  1.394  -1.531  -0.834  -0.59
N  3.615  -1.494  -0.831  -0.48
N  -1.057  0.330  1.845  -0.61
C  -3.996  2.676  3.516  -0.17
C  1.840  -1.586  -2.162  0.16
C  2.490  -1.555  1.399  -0.28
C  1.377  0.566  2.016  -0.29
C  -2.656  2.953  3.704  -0.20
C  3.249  -1.550  -2.158  0.09
C  -1.759  2.093  3.090  0.09
C  2.503  -1.495  -0.092  0.44
C  -3.535  0.728  2.138  -0.22
C  3.325  -1.678  -4.508  -0.17
C  -2.182  0.991  2.319  0.16
C  1.930  -1.751  -4.531  -0.18
C  4.010  -1.570  -3.318  -0.20
C  -1.536  2.617  -2.359  -0.86
C  1.169  -1.699  -3.379  -0.25
C  -0.017  1.020  2.293  0.47
C  -4.426  1.589  2.749  -0.18
H  -5.484  1.422  2.626  0.24
H  -0.765  3.344  -2.590  0.29
H  0.240  2.749  3.447  0.45
H  2.436  -2.612  1.690  0.27
H  -4.736  3.302  3.982  0.24
H  0.093  -1.748  -3.445  0.24
H  1.728  0.998  1.069  0.24
H  -2.317  3.778  4.312  0.24
H  2.063  0.881  2.817  0.23
H  1.436  -1.874  -5.482  0.24
H  3.418  -1.140  1.818  0.22
H  5.084  -1.518  -3.285  0.24
H  -1.738  1.982  -3.215  0.28
H  3.871  -1.733  -5.436  0.24
H  -3.865  -0.118  1.555  0.24
H  -2.445  3.122  -2.044  0.29
H  1.014  -1.278  2.776  0.42
H  4.565  -1.497  -0.489  0.45

Output
net charge: +2
orbital gap (spin up / spin down): 7.20 / 6.28 eV
E_HOMO (spin up / spin down): -0.5300 / -0.5258 Eh
multiplicity: 2

Version ii
Below is a molecular structure, C17H18N5O3S4SbTa, with properties calculated with wB97M-V/def2-TZVPD.

Last column: natural (NBO) charge in e.
Geometry (Å):
Ta  -0.280  -0.606  -0.429  1.58
Sb  0.861  -2.136  -3.212  1.08
S  -1.084  -2.649  1.394  2.40
S  -1.300  -1.898  -2.158  -0.42
S  1.626  -0.319  -1.671  -0.34
S  1.572  -4.006  -1.921  -0.19
O  -2.015  -1.699  0.699  -0.99
O  0.162  -2.472  0.571  -0.97
O  -0.898  -2.332  2.774  -0.91
N  -1.274  1.140  -1.289  -0.62
N  -2.814  2.722  -1.303  -0.47
N  -1.285  0.692  1.314  -0.62
N  1.173  -0.129  1.226  -0.59
N  1.914  0.948  3.005  -0.48
C  -0.580  1.442  -3.738  -0.21
C  -2.479  1.414  0.826  -0.27
C  2.907  0.025  2.678  0.10
C  -2.198  1.794  -0.584  0.45
C  -1.307  1.703  -2.582  0.16
C  4.127  -0.254  3.274  -0.21
C  2.425  -0.666  1.564  0.16
C  -0.370  1.542  2.102  -0.27
C  4.382  -1.994  1.603  -0.18
C  -1.646  -4.293  1.168  -0.88
C  -0.870  2.198  -4.858  -0.18
C  0.922  0.806  2.130  0.43
C  -2.581  3.468  -3.708  -0.20
C  3.164  -1.710  1.016  -0.22
C  -2.283  2.701  -2.593  0.10
C  4.861  -1.278  2.708  -0.17
C  -1.854  3.193  -4.849  -0.17
H  2.805  -2.292  0.180  0.24
H  -1.626  -0.050  1.925  0.45
H  4.981  -2.799  1.202  0.24
H  4.483  0.294  4.135  0.24
H  -2.045  3.758  -5.750  0.25
H  -0.884  -4.955  1.578  0.28
H  -0.264  2.520  1.627  0.24
H  0.200  0.698  -3.774  0.21
H  -2.576  -4.408  1.720  0.28
H  -0.317  2.016  -5.770  0.24
H  5.820  -1.541  3.132  0.24
H  -3.338  0.741  0.862  0.27
H  -2.706  2.287  1.441  0.24
H  -0.754  1.692  3.114  0.25
H  -3.553  3.328  -0.976  0.45
H  1.929  1.589  3.784  0.45
H  -3.342  4.236  -3.686  0.25
H  -1.790  -4.460  0.103  0.27

Output
net charge: +2
orbital gap (spin up / spin down): 7.23 / 6.30 eV
E_HOMO (spin up / spin down): -0.5280 / -0.5277 Eh
multiplicity: 2

Pick version ii: it beats the second-best structure by 217.1 kJ/mol.